Entry 1:
Here is a cluster of 3 separate species, C24H57BNO9P2 in total at a distorted geometry from the Open Molecules 2025 dataset. Energies are from the ωB97M-V functional and the def2-TZVPD basis.

Output
* frontier orbital gap: 3.88 eV
* E_tot: -2388.3594 Eh
* total charge: -1

```
94
C24H57BNO9P2, DFT the ωB97M-V functional and the def2-TZVPD basis
C 6.597 -4.893 -3.966
C 5.832 -3.849 -4.789
C 4.832 -3.054 -3.921
C 5.154 -1.556 -3.851
C 4.361 -0.849 -2.724
C 3.393 0.220 -3.274
C 2.024 -0.420 -3.587
C 1.287 0.311 -4.708
C 0.047 -0.415 -5.286
C -0.611 -1.486 -4.409
N 0.112 -2.723 -4.424
B -0.445 -3.866 -3.867
O -0.129 -4.368 -2.568
C -1.523 -4.812 -4.635
C -1.145 -6.311 -4.548
H 5.932 -5.367 -3.244
H 7.379 -4.396 -3.384
H 7.066 -5.659 -4.585
H 6.554 -3.141 -5.205
H 5.319 -4.342 -5.616
H 4.905 -3.428 -2.894
H 3.804 -3.213 -4.251
H 4.889 -1.072 -4.794
H 6.228 -1.462 -3.664
H 5.015 -0.425 -1.957
H 3.754 -1.624 -2.247
H 3.797 0.649 -4.193
H 3.241 0.987 -2.506
H 1.425 -0.530 -2.681
H 2.217 -1.433 -3.947
H 1.006 1.315 -4.368
H 2.005 0.430 -5.527
H -0.707 0.358 -5.498
H 0.288 -0.869 -6.250
H -0.756 -1.063 -3.389
H -1.635 -1.638 -4.824
H 0.044 -3.621 -1.992
H -1.493 -4.503 -5.681
H -2.512 -4.637 -4.200
H -1.414 -6.836 -5.472
H -1.667 -6.802 -3.724
H -0.075 -6.453 -4.388
O -0.671 -2.054 0.627
P -0.759 -2.101 2.086
O -1.428 -0.766 2.677
C -2.776 -0.437 2.325
C -3.791 -1.352 2.982
O 0.760 -1.877 2.595
C 1.835 -1.789 1.653
C 2.148 -0.353 1.303
O -1.182 -3.183 3.146
C -0.346 -3.815 4.128
C -0.177 -2.939 5.346
H -2.888 -0.454 1.238
H -2.928 0.590 2.658
H -3.710 -2.371 2.600
H -4.803 -0.997 2.787
H -3.629 -1.395 4.060
H 1.610 -2.365 0.758
H 2.697 -2.258 2.133
H 1.265 0.163 0.923
H 2.928 -0.314 0.541
H 2.489 0.197 2.183
H 0.607 -4.111 3.695
H -0.869 -4.733 4.400
H 0.278 -1.985 5.085
H 0.456 -3.444 6.077
H -1.146 -2.732 5.804
O -5.127 6.691 4.337
P -3.836 6.051 4.089
O -2.593 7.004 4.388
C -2.437 7.590 5.688
C -2.034 6.578 6.743
O -3.620 5.873 2.511
C -4.598 6.286 1.555
C -4.284 7.667 1.025
O -3.386 4.641 4.597
C -2.990 3.512 3.794
C -1.549 3.620 3.360
H -3.364 8.096 5.969
H -1.664 8.349 5.579
H -2.831 5.856 6.925
H -1.814 7.084 7.683
H -1.154 6.020 6.423
H -5.599 6.244 1.983
H -4.557 5.555 0.745
H -4.209 8.385 1.843
H -5.061 7.999 0.335
H -3.328 7.665 0.499
H -3.669 3.378 2.954
H -3.111 2.643 4.441
H -1.379 4.520 2.770
H -1.277 2.750 2.761
H -0.893 3.666 4.230
```

=====

Entry 2:
Here is a structure of composition C24H58AsF6N7O5P at a distorted geometry from the Open Molecules 2025 dataset. Energies are from the ωB97M-V functional and the def2-TZVPD basis.

Output
* frontier orbital gap: 8.70 eV
* E_tot: -4885.1277 Eh
* total charge: -1

```
102
C24H58AsF6N7O5P, DFT the ωB97M-V functional and the def2-TZVPD basis
As -1.500 -2.177 0.416
F -2.582 -3.564 0.385
F 0.001 -3.234 0.194
F -0.384 -0.779 0.579
F -2.853 -1.092 0.628
F -1.398 -2.474 2.265
F -1.682 -1.968 -1.380
C 0.134 -8.669 -4.617
O 1.088 -9.242 -5.213
N -0.570 -7.547 -5.041
C -1.854 -7.163 -4.441
C -0.162 -6.973 -6.306
H -0.139 -8.950 -3.588
H -2.225 -7.631 -3.529
H -2.686 -7.292 -5.134
H -1.787 -6.114 -4.154
H -0.925 -7.121 -7.070
H -0.081 -5.921 -6.034
H 0.734 -7.448 -6.706
C -2.451 0.379 7.388
O -2.842 0.169 8.561
N -1.541 1.295 7.079
C -1.255 1.600 5.654
C -0.792 2.101 8.081
H -2.871 -0.108 6.494
H -0.234 1.612 5.272
H -1.743 2.508 5.300
H -1.873 0.898 5.095
H -0.399 3.049 7.714
H -1.271 2.181 9.057
H 0.052 1.453 8.318
C -10.203 2.667 -0.034
O -10.997 2.508 -0.966
N -9.220 1.876 0.191
C -8.535 1.855 1.555
C -8.988 0.639 -0.586
H -10.371 3.471 0.699
H -8.780 0.854 1.912
H -9.096 2.459 2.267
H -7.452 1.924 1.651
H -9.536 -0.279 -0.375
H -9.370 0.664 -1.606
H -7.941 0.336 -0.609
O -0.031 2.930 -8.687
P -0.889 2.837 -7.513
N -2.172 3.942 -7.539
C -2.482 4.599 -8.819
C -2.960 4.497 -6.490
N -0.052 3.049 -5.975
C -0.511 2.319 -4.683
C 1.334 3.054 -5.901
N -1.808 1.414 -7.313
C -1.080 0.197 -7.165
C -3.060 1.137 -8.073
H -3.326 5.285 -8.758
H -2.735 3.783 -9.496
H -1.670 5.189 -9.244
H -2.416 4.096 -5.635
H -3.994 4.195 -6.656
H -2.986 5.587 -6.489
H 0.057 2.620 -3.803
H -1.566 2.489 -4.469
H -0.365 1.239 -4.677
H 1.779 3.676 -6.677
H 1.656 3.388 -4.914
H 1.803 2.072 -5.966
H -0.019 0.217 -6.919
H -1.463 -0.287 -6.266
H -1.041 -0.383 -8.087
H -2.930 0.864 -9.120
H -3.767 1.968 -8.076
H -3.574 0.325 -7.558
C 8.040 1.091 6.015
C 6.454 0.909 6.260
C 5.685 1.532 5.027
C 5.640 0.536 3.820
C 5.088 -0.786 4.356
C 5.955 -1.474 5.477
N 6.081 -0.495 6.590
O 6.696 -0.901 7.738
C 5.077 -2.583 6.199
C 7.219 -2.178 4.996
C 6.115 1.737 7.573
H 8.388 1.051 4.983
H 8.604 0.274 6.466
H 8.540 2.030 6.250
H 4.709 1.897 5.348
H 6.192 2.404 4.615
H 6.648 0.480 3.409
H 5.085 0.790 2.916
H 5.400 -1.370 3.489
H 4.018 -0.995 4.381
H 4.613 -3.260 5.481
H 5.681 -3.115 6.934
H 4.293 -2.186 6.844
H 7.830 -2.532 5.826
H 7.011 -2.946 4.251
H 7.819 -1.439 4.465
H 5.143 1.406 7.940
H 6.012 2.800 7.356
H 6.832 1.605 8.383
H 5.978 -1.330 8.209
```

=====

Entry 3:
Here is a cluster of 6 separate species, C24H58BBrO14 in total from the Open Molecules 2025 dataset. Energies are from the ωB97M-V functional and the def2-TZVPD basis.

Output
* frontier orbital gap: 9.77 eV
* E_tot: -4601.3494 Eh
* energy above the lowest of the compared OMol25 structures with the same formula, charge and spin: 0.0 kJ/mol

```
98
C24H58BBrO14, DFT the ωB97M-V functional and the def2-TZVPD basis
C 2.668 -2.219 4.770
C 3.474 -2.488 6.029
Br 4.733 -3.963 5.558
C 4.338 -1.320 6.495
B 3.537 -0.057 7.069
O 3.792 0.413 8.332
O 2.591 0.631 6.356
O 2.713 -2.996 7.117
C 1.353 -3.052 7.050
O 0.644 -2.092 6.959
H 1.977 -1.385 4.911
H 2.131 -3.116 4.448
H 3.375 -1.958 3.975
H 4.987 -1.712 7.289
H 4.985 -1.038 5.653
H 4.350 -0.193 8.832
H 2.674 0.536 5.399
H 0.977 -4.080 7.149
C 1.154 2.199 3.929
O 1.011 0.786 3.948
C -0.263 0.354 4.412
C -1.191 -0.004 3.273
O -1.505 1.111 2.458
C -0.745 1.179 1.265
H 2.035 2.429 3.331
H 0.284 2.681 3.481
H 1.300 2.583 4.944
H -0.715 1.126 5.041
H -0.107 -0.529 5.038
H -2.128 -0.378 3.695
H -0.750 -0.805 2.669
H -1.107 0.455 0.528
H 0.317 1.005 1.452
H -0.872 2.181 0.856
C -3.234 -0.091 -5.289
O -4.180 -0.115 -4.234
C -3.758 -0.863 -3.107
C -3.200 0.019 -2.013
O -2.011 0.681 -2.416
C -2.220 2.021 -2.822
H -3.531 0.697 -5.978
H -2.227 0.120 -4.924
H -3.226 -1.045 -5.827
H -3.016 -1.614 -3.400
H -4.637 -1.389 -2.721
H -2.948 -0.605 -1.149
H -3.954 0.746 -1.690
H -2.373 2.672 -1.954
H -3.079 2.110 -3.491
H -1.324 2.344 -3.351
C -9.578 2.176 0.089
O -9.508 1.603 -1.204
C -8.499 2.166 -2.024
C -7.247 1.318 -2.063
O -6.622 1.238 -0.789
C -6.921 0.042 -0.094
H -10.191 1.518 0.703
H -8.589 2.270 0.543
H -10.051 3.164 0.052
H -8.252 3.178 -1.686
H -8.904 2.238 -3.038
H -6.530 1.773 -2.752
H -7.480 0.316 -2.438
H -6.336 -0.794 -0.495
H -7.983 -0.205 -0.151
H -6.646 0.189 0.950
C 9.215 -0.507 2.861
O 8.641 -1.339 1.870
C 8.018 -2.501 2.390
C 6.518 -2.348 2.501
O 6.149 -1.342 3.430
C 5.815 -0.104 2.828
H 9.433 0.452 2.394
H 8.534 -0.350 3.701
H 10.151 -0.937 3.235
H 8.439 -2.754 3.369
H 8.236 -3.325 1.705
H 6.093 -3.291 2.857
H 6.089 -2.133 1.516
H 4.819 -0.147 2.372
H 6.543 0.185 2.067
H 5.809 0.650 3.615
C 0.600 0.835 -6.706
O -0.512 0.554 -7.537
C -0.552 1.332 -8.721
C -0.030 0.575 -9.923
O 1.344 0.253 -9.800
C 1.584 -1.075 -9.374
H 0.680 0.023 -5.985
H 1.527 0.896 -7.281
H 0.452 1.775 -6.163
H 0.015 2.259 -8.589
H -1.598 1.599 -8.903
H -0.142 1.205 -10.810
H -0.623 -0.333 -10.077
H 1.412 -1.783 -10.192
H 0.952 -1.348 -8.526
H 2.628 -1.136 -9.073
```